# 1
{"formula": "C40H50As2BrIN4O5PTi", "method": "wB97M-V/def2-TZVPD", "de_lowest_kj_mol": 55.7, "total_energy_ha": -10683.577311, "homo_lumo_gap_ev": [6.7446, 7.0517], "spin_multiplicity": 2, "s2": 0.75, "fmax_ha_per_bohr": 0.0866, "lumo_energy_ha": [-0.00142, -0.00050], "homo_ev": [-6.78, -7.07], "species": ["Ti", "N", "C", "C", "C", "C", "C", "C", "C", "C", "C", "C", "C", "C", "H", "H", "H", "H", "H", "H", "H", "H", "H", "H", "C", "As", "C", "C", "C", "C", "C", "C", "C", "As", "C", "C", "H", "H", "H", "H", "H", "H", "H", "H", "H", "H", "H", "H", "H", "H", "H", "H", "N", "C", "O", "C", "C", "N", "C", "N", "H", "H", "Br", "C", "C", "C", "C", "C", "C", "I", "H", "H", "H", "H", "C", "C", "C", "C", "O", "P", "O", "O", "O", "C", "C", "C", "C", "H", "H", "H", "H", "H", "H", "H", "H", "H", "H", "H", "H", "H", "H", "H", "H", "H", "H"], "xyz": [[-1.85, 0.61, -2.33], [-2.10, 2.66, -2.10], [-2.00, 3.32, -3.41], [-1.14, 4.46, -3.48], [-1.38, 5.38, -4.44], [-2.29, 5.13, -5.47], [-3.00, 3.93, -5.49], [-2.81, 2.97, -4.49], [-3.41, 1.62, -4.55], [-4.59, 1.38, -5.37], [-4.97, 0.10, -5.70], [-4.33, -1.00, -5.13], [-3.35, -0.82, -4.16], [-2.88, 0.45, -3.91], [-1.44, 3.13, -1.46], [-3.04, 2.76, -1.74], [-0.27, 4.60, -2.76], [-0.76, 6.31, -4.52], [-2.42, 5.77, -6.29], [-3.57, 3.60, -6.37], [-5.04, 2.26, -5.92], [-5.88, -0.07, -6.28], [-4.56, -2.02, -5.42], [-2.95, -1.65, -3.60], [4.35, -5.40, 6.05], [3.32, -4.61, 4.51], [2.92, -6.23, 3.40], [1.51, -4.06, 5.30], [0.65, -5.02, 5.85], [-0.41, -4.62, 6.62], [-0.68, -3.25, 6.79], [0.17, -2.33, 6.20], [1.30, -2.74, 5.47], [2.68, -1.46, 4.63], [3.34, -0.52, 6.27], [1.37, 0.12, 4.33], [3.64, -5.73, 6.85], [4.99, -4.61, 6.44], [4.96, -6.30, 5.76], [3.42, -7.09, 3.83], [3.20, -6.04, 2.35], [1.85, -6.38, 3.36], [0.84, -6.09, 5.65], [-1.13, -5.29, 6.95], [-1.54, -2.83, 7.26], [0.00, -1.24, 6.22], [2.53, -0.48, 7.01], [3.60, 0.50, 5.98], [4.26, -1.08, 6.61], [0.97, 0.32, 5.27], [0.62, -0.16, 3.61], [1.97, 0.91, 3.92], [-4.75, -0.83, -0.37], [-3.44, -0.71, -0.04], [-2.70, 0.07, -0.75], [-2.99, -1.35, 1.16], [-3.90, -2.18, 1.78], [-4.52, -2.96, 2.38], [-1.81, -0.98, 1.78], [-0.94, -0.90, 2.57], [-5.23, -0.17, -0.98], [-5.37, -1.38, 0.26], [-2.28, 3.57, 3.07], [-1.36, 5.22, 3.02], [-2.03, 6.31, 3.60], [-1.39, 7.54, 3.67], [-0.02, 7.71, 3.32], [0.63, 6.61, 2.76], [-0.05, 5.37, 2.56], [0.97, 3.85, 1.48], [-3.06, 6.12, 3.91], [-2.00, 8.39, 3.94], [0.43, 8.70, 3.45], [1.65, 6.77, 2.44], [3.84, -0.50, -0.97], [2.51, 0.26, -1.17], [1.44, 0.14, -0.08], [2.83, 1.66, -1.62], [1.89, -0.44, -2.41], [0.47, -0.37, -3.03], [0.03, 1.14, -3.01], [-0.63, -1.06, -2.13], [0.59, -0.94, -4.46], [1.44, -2.13, -4.96], [2.81, -1.52, -5.22], [0.77, -2.65, -6.21], [1.44, -3.19, -3.88], [4.34, -0.15, -0.10], [4.37, -0.35, -1.88], [3.64, -1.57, -0.82], [1.90, 0.31, 0.92], [0.93, -0.83, -0.08], [0.72, 0.93, -0.21], [3.45, 2.11, -0.83], [1.99, 2.33, -1.81], [3.32, 1.61, -2.65], [2.80, -0.85, -6.11], [3.51, -2.33, -5.40], [3.21, -0.97, -4.35], [0.47, -1.82, -6.89], [-0.17, -3.14, -6.09], [1.29, -3.29, -6.91], [2.19, -2.89, -3.11], [1.60, -4.25, -4.30], [0.51, -3.20, -3.34]]}

***

# 2
{"formula": "C25H33NOS", "method": "wB97M-V/def2-TZVPD", "de_lowest_kj_mol": 18.7, "total_energy_ha": -1500.647769, "homo_lumo_gap_ev": 8.6443, "fmax_ha_per_bohr": 0.0098, "lumo_energy_ha": 0.02286, "homo_ev": -8.02, "species": ["C", "C", "C", "C", "C", "C", "C", "C", "O", "N", "C", "C", "C", "S", "C", "C", "C", "C", "C", "C", "C", "C", "C", "C", "C", "C", "C", "C", "H", "H", "H", "H", "H", "H", "H", "H", "H", "H", "H", "H", "H", "H", "H", "H", "H", "H", "H", "H", "H", "H", "H", "H", "H", "H", "H", "H", "H", "H", "H", "H", "H"], "xyz": [[-4.27, -1.37, -1.67], [-4.91, -0.78, -0.41], [-5.13, -1.91, 0.61], [-6.30, -0.23, -0.77], [-4.05, 0.35, 0.21], [-3.74, 1.48, -0.79], [-3.17, 2.75, -0.14], [-1.66, 2.70, -0.01], [-0.94, 3.43, -0.66], [-1.16, 1.78, 0.86], [0.27, 1.64, 0.99], [0.79, 0.34, 0.37], [2.30, 0.19, 0.52], [3.10, 1.48, -0.53], [4.83, 1.30, -0.25], [5.40, 0.44, 0.68], [6.77, 0.39, 0.81], [7.59, 1.20, 0.05], [7.02, 2.07, -0.87], [5.65, 2.12, -1.02], [2.72, -1.20, 0.13], [2.92, -2.16, 1.12], [3.28, -3.45, 0.78], [3.44, -3.80, -0.55], [3.23, -2.85, -1.54], [2.87, -1.56, -1.20], [-2.00, 0.91, 1.65], [-2.74, -0.16, 0.84], [-3.27, -1.75, -1.46], [-4.87, -2.21, -2.02], [-4.21, -0.64, -2.46], [-5.90, -2.58, 0.26], [-4.23, -2.50, 0.75], [-5.44, -1.51, 1.57], [-6.77, 0.23, 0.09], [-6.94, -1.04, -1.11], [-6.25, 0.50, -1.57], [-4.65, 0.79, 1.02], [-4.66, 1.76, -1.30], [-3.03, 1.12, -1.54], [-3.38, 3.60, -0.79], [-3.64, 2.93, 0.82], [0.72, 2.50, 0.47], [0.54, 1.69, 2.05], [0.32, -0.52, 0.86], [0.53, 0.32, -0.69], [2.59, 0.41, 1.55], [4.79, -0.21, 1.28], [7.21, -0.29, 1.53], [8.66, 1.16, 0.16], [7.65, 2.71, -1.47], [5.20, 2.80, -1.73], [2.80, -1.89, 2.16], [3.44, -4.18, 1.56], [3.72, -4.81, -0.81], [3.35, -3.12, -2.58], [2.72, -0.82, -1.97], [-1.35, 0.42, 2.37], [-2.72, 1.50, 2.22], [-2.97, -0.98, 1.52], [-2.08, -0.53, 0.06]]}

***

# 3
{"formula": "H6OSi2", "method": "wB97M-V/def2-TZVPD", "de_lowest_kj_mol": 5.4, "total_energy_ha": -657.662918, "homo_lumo_gap_ev": [7.8183, 8.9488], "spin_multiplicity": 3, "s2": 2.00, "fmax_ha_per_bohr": 0.0319, "lumo_energy_ha": [0.02479, -0.08484], "homo_ev": [-7.14, -11.26], "species": ["O", "Si", "Si", "H", "H", "H", "H", "H", "H"], "xyz": [[0.37, 0.23, -1.43], [1.22, -0.03, -0.07], [-2.19, 0.03, 0.05], [-0.05, 1.07, -1.48], [2.45, -0.55, -0.51], [1.76, 1.04, 0.83], [0.48, -0.93, 0.75], [-1.37, 0.40, 1.20], [-2.66, -1.27, 0.66]]}

***

# 4
{"formula": "CCeF3O2S", "method": "wB97M-V/def2-TZVPD", "de_lowest_kj_mol": 23.8, "total_energy_ha": -1361.103557, "homo_lumo_gap_ev": [7.3321, 4.9681], "spin_multiplicity": 3, "s2": 2.01, "fmax_ha_per_bohr": 0.1581, "lumo_energy_ha": [-0.19958, -0.28831], "total_charge": 1, "homo_ev": [-12.76, -12.81], "species": ["O", "Ce", "S", "O", "C", "F", "F", "F"], "xyz": [[-2.63, 0.49, -1.37], [-1.13, 1.22, -2.82], [1.25, -0.44, -0.58], [0.62, 0.93, -1.17], [0.53, -0.53, 1.09], [1.55, -0.90, 2.04], [0.18, 0.70, 1.50], [-0.38, -1.48, 1.31]]}

***

# 5
{"formula": "C39H56AsIrN5SSi3", "method": "wB97M-V/def2-TZVPD", "de_lowest_kj_mol": 164.0, "total_energy_ha": -5399.542308, "homo_lumo_gap_ev": 8.1278, "fmax_ha_per_bohr": 0.0760, "lumo_energy_ha": -0.29409, "total_charge": 3, "homo_ev": -16.13, "species": ["Ir", "C", "N", "C", "C", "C", "C", "C", "C", "N", "C", "C", "C", "C", "C", "C", "N", "C", "C", "C", "C", "C", "N", "H", "H", "H", "H", "H", "H", "H", "H", "H", "H", "H", "H", "H", "H", "H", "H", "H", "H", "C", "Si", "C", "C", "As", "Si", "C", "C", "C", "Si", "C", "C", "C", "H", "H", "H", "H", "H", "H", "H", "H", "H", "H", "H", "H", "H", "H", "H", "H", "H", "H", "H", "H", "H", "H", "H", "H", "H", "H", "H", "N", "S", "C", "C", "C", "C", "C", "C", "C", "C", "C", "C", "C", "C", "H", "H", "H", "H", "H", "H", "H", "H", "H", "H", "H"], "xyz": [[-0.35, 0.78, 0.28], [-3.18, 0.87, 1.54], [-1.99, 1.71, 1.69], [-2.27, 3.10, 1.27], [-1.88, 3.38, -0.13], [-2.37, 4.52, -0.76], [-1.93, 4.84, -2.02], [-1.01, 4.00, -2.62], [-0.57, 2.89, -1.94], [-0.99, 2.57, -0.70], [-1.48, 1.75, 3.06], [-0.01, 1.99, 3.07], [0.61, 2.57, 4.16], [1.99, 2.53, 4.26], [2.71, 1.88, 3.27], [2.03, 1.38, 2.18], [0.70, 1.47, 2.05], [-3.30, 0.31, 0.16], [-4.54, -0.03, -0.36], [-4.61, -0.73, -1.56], [-3.43, -1.08, -2.20], [-2.23, -0.68, -1.64], [-2.17, 0.02, -0.50], [-4.10, 1.40, 1.80], [-3.11, 0.02, 2.23], [-1.70, 3.78, 1.91], [-3.33, 3.34, 1.42], [-3.09, 5.14, -0.24], [-2.28, 5.73, -2.52], [-0.62, 4.21, -3.61], [0.14, 2.22, -2.39], [-1.67, 0.79, 3.55], [-1.99, 2.51, 3.67], [0.01, 3.02, 4.94], [2.49, 2.96, 5.12], [3.78, 1.76, 3.35], [2.54, 0.90, 1.38], [-5.44, 0.24, 0.17], [-5.57, -1.02, -1.97], [-3.43, -1.64, -3.12], [-1.29, -0.92, -2.09], [1.61, -2.91, -1.24], [2.86, -1.58, -0.95], [3.36, -1.40, 0.83], [4.35, -1.79, -2.01], [1.50, 0.42, -1.42], [3.14, 2.31, -1.59], [4.69, 1.68, -2.37], [3.52, 2.90, 0.12], [2.44, 3.75, -2.52], [0.98, -0.06, -3.85], [-0.24, -1.46, -3.98], [0.24, 1.42, -4.69], [2.57, -0.53, -4.67], [1.91, -3.85, -0.77], [1.50, -3.11, -2.31], [0.64, -2.62, -0.84], [4.01, -2.23, 1.11], [2.50, -1.40, 1.50], [3.94, -0.48, 0.98], [4.81, -2.74, -1.72], [5.09, -1.01, -1.85], [4.14, -1.84, -3.07], [5.29, 1.11, -1.65], [5.28, 2.55, -2.67], [4.55, 1.07, -3.25], [4.04, 2.15, 0.71], [2.63, 3.22, 0.65], [4.19, 3.76, 0.04], [2.07, 3.51, -3.52], [3.25, 4.48, -2.65], [1.64, 4.25, -1.96], [-1.25, -1.09, -4.09], [-0.20, -2.16, -3.14], [0.00, -2.04, -4.88], [-0.78, 1.64, -4.35], [0.18, 1.19, -5.75], [0.84, 2.33, -4.60], [2.75, -1.60, -4.59], [3.44, 0.00, -4.31], [2.46, -0.30, -5.73], [-0.35, -0.88, 1.51], [-0.31, -2.49, 1.50], [-0.28, -2.90, 3.24], [0.13, -1.94, 4.17], [0.07, -2.27, 5.52], [-0.37, -3.52, 5.92], [-0.72, -4.47, 4.98], [-0.67, -4.17, 3.63], [-1.91, -3.15, 1.05], [-3.04, -2.95, 1.84], [-4.23, -3.55, 1.46], [-4.28, -4.33, 0.30], [-3.16, -4.50, -0.49], [-1.96, -3.90, -0.12], [-0.87, -0.56, 2.32], [0.50, -0.98, 3.85], [0.38, -1.53, 6.25], [-0.42, -3.75, 6.98], [-1.04, -5.46, 5.29], [-0.94, -4.92, 2.89], [-2.98, -2.38, 2.76], [-5.11, -3.43, 2.08], [-5.21, -4.82, 0.03], [-3.21, -5.11, -1.38], [-1.06, -4.05, -0.71]]}

***

# 6
{"formula": "C19H39BBr14NO3", "method": "wB97M-V/def2-TZVPD", "total_energy_ha": -37088.731454, "homo_lumo_gap_ev": 4.4571, "fmax_ha_per_bohr": 0.2048, "lumo_energy_ha": 0.05004, "total_charge": -1, "homo_ev": -3.10, "species": ["C", "C", "O", "N", "C", "C", "C", "O", "B", "O", "H", "H", "H", "H", "H", "H", "H", "H", "H", "H", "H", "Br", "C", "C", "Br", "H", "H", "H", "H", "Br", "C", "C", "Br", "H", "H", "H", "H", "Br", "C", "C", "Br", "H", "H", "H", "H", "Br", "C", "C", "Br", "H", "H", "H", "H", "Br", "C", "C", "Br", "H", "H", "H", "H", "Br", "C", "C", "Br", "H", "H", "H", "H", "Br", "C", "C", "Br", "H", "H", "H", "H"], "xyz": [[6.54, 2.19, 3.04], [5.22, 1.55, 2.34], [5.02, 0.31, 2.46], [4.40, 2.50, 1.57], [5.02, 2.83, 0.24], [2.97, 2.08, 1.44], [2.15, 1.59, 2.74], [2.08, 2.73, 3.64], [2.32, 3.89, 2.68], [2.30, 3.39, 1.27], [7.31, 1.40, 3.37], [6.16, 2.83, 3.93], [7.01, 2.94, 2.29], [4.31, 2.41, -0.57], [4.99, 3.97, 0.14], [6.06, 2.38, 0.12], [2.69, 1.40, 0.55], [1.06, 1.53, 2.33], [2.37, 0.55, 3.15], [1.56, 4.79, 2.68], [3.34, 4.41, 3.06], [-0.42, -0.25, 0.94], [-0.87, 1.18, -0.31], [-0.19, 0.97, -1.64], [1.70, 1.45, -1.56], [-0.59, 2.12, 0.17], [-1.95, 1.14, -0.42], [-0.62, 1.63, -2.40], [-0.25, -0.06, -1.99], [-4.87, -0.61, -0.50], [-4.38, -2.38, -1.15], [-2.91, -2.47, -1.46], [-2.49, -1.58, -3.14], [-5.02, -2.59, -2.01], [-4.64, -3.06, -0.34], [-2.60, -3.51, -1.60], [-2.28, -2.01, -0.69], [-6.45, -5.03, -1.23], [-5.96, -6.80, -1.88], [-4.49, -6.88, -2.18], [-4.06, -5.99, -3.86], [-6.59, -7.01, -2.74], [-6.22, -7.48, -1.07], [-4.18, -7.92, -2.32], [-3.86, -6.42, -1.42], [0.87, 4.27, -3.71], [-0.40, 4.91, -5.04], [-1.82, 4.76, -4.56], [-2.42, 2.91, -4.66], [-0.20, 4.35, -5.96], [-0.15, 5.96, -5.20], [-2.50, 5.32, -5.20], [-1.96, 5.09, -3.52], [-1.46, 2.38, 6.84], [-1.92, 3.79, 5.58], [-1.26, 3.56, 4.23], [0.65, 4.02, 4.26], [-1.63, 4.73, 6.04], [-3.01, 3.75, 5.49], [-1.69, 4.21, 3.48], [-1.33, 2.52, 3.90], [3.84, 1.11, 5.84], [4.92, -0.39, 6.43], [6.15, 0.09, 7.15], [7.48, 0.75, 5.88], [5.15, -0.99, 5.55], [4.28, -0.96, 7.10], [6.64, -0.73, 7.67], [5.96, 0.90, 7.86], [-4.33, -8.68, -6.67], [-4.97, -7.03, -7.47], [-4.00, -6.49, -8.49], [-2.46, -5.65, -7.63], [-5.16, -6.33, -6.65], [-5.92, -7.29, -7.94], [-4.46, -5.71, -9.09], [-3.61, -7.26, -9.16]]}